[1]
Entry from the OMol25 dataset: a structure of composition C64H61BaN5P3 (wB97M-V/def2-TZVPD).

Last column: Löwdin charge in e.
Geometry (Å):
Ba -0.308 -0.606 -0.275  1.400
C -0.686 1.553 3.096  -0.180
C -1.295 2.880 2.659  -0.101
C -1.919 2.996 1.287  -0.273
C -2.905 3.966 1.106  -0.015
C -3.457 4.163 -0.145  -0.048
C -3.008 3.384 -1.203  -0.053
C -2.040 2.437 -0.937  -0.177
N -1.505 2.232 0.275  0.048
N 0.586 1.107 2.503  -0.156
C 1.700 2.029 2.763  -0.121
C 1.639 3.408 2.140  -0.291
C 1.982 4.514 2.916  -0.028
C 1.871 5.783 2.373  -0.053
C 1.398 5.914 1.077  -0.055
C 1.108 4.758 0.374  -0.134
N 1.248 3.526 0.876  0.118
C 0.901 -0.168 3.169  -0.178
C 2.039 -0.953 2.571  -0.279
C 3.268 -1.064 3.203  -0.009
C 4.226 -1.922 2.680  -0.034
C 3.921 -2.659 1.549  -0.048
C 2.680 -2.476 0.965  -0.189
N 1.761 -1.633 1.447  -0.004
H -1.416 0.764 2.899  0.093
H -0.563 1.613 4.190  0.130
H -0.571 3.691 2.768  0.107
H -2.078 3.095 3.387  0.124
H -3.234 4.564 1.950  0.120
H -4.229 4.908 -0.296  0.114
H -3.406 3.499 -2.204  0.109
H -1.668 1.806 -1.746  0.067
H 2.615 1.546 2.416  0.126
H 1.805 2.169 3.848  0.127
H 2.303 4.377 3.942  0.116
H 2.127 6.657 2.963  0.114
H 1.270 6.888 0.617  0.109
H 0.756 4.817 -0.655  0.113
H 0.017 -0.804 3.099  0.071
H 1.103 -0.006 4.240  0.134
H 3.465 -0.498 4.106  0.121
H 5.191 -2.025 3.162  0.117
H 4.629 -3.362 1.127  0.120
H 2.395 -3.046 0.085  0.080
C -2.977 -1.106 4.244  -0.057
C -2.552 -2.509 4.623  -0.268
C -2.818 -2.943 5.921  -0.049
C -2.522 -4.232 6.329  -0.075
C -1.966 -5.122 5.420  -0.077
C -1.690 -4.705 4.128  -0.104
C -1.955 -3.396 3.715  -0.316
P -1.652 -2.769 1.999  1.059
C -0.610 -4.077 1.197  -0.320
C 0.511 -4.468 1.950  -0.152
C 1.441 -5.377 1.476  -0.090
C 1.305 -5.873 0.186  -0.082
C 0.243 -5.451 -0.596  -0.051
C -0.731 -4.563 -0.122  -0.243
C -1.844 -4.173 -1.075  -0.034
C -3.347 -2.946 1.313  -0.354
C -4.132 -4.043 1.694  -0.092
C -5.363 -4.287 1.115  -0.096
C -5.819 -3.417 0.129  -0.085
C -5.066 -2.315 -0.228  -0.058
C -3.824 -2.015 0.368  -0.384
C -3.078 -0.800 -0.044  -0.365
H -4.043 -0.973 4.438  0.096
H -2.818 -0.893 3.188  0.019
H -2.437 -0.362 4.836  0.080
H -3.283 -2.252 6.619  0.117
H -2.745 -4.548 7.341  0.106
H -1.754 -6.144 5.714  0.107
H -1.283 -5.423 3.432  0.100
H 0.639 -4.063 2.949  0.107
H 2.269 -5.687 2.105  0.111
H 2.032 -6.572 -0.217  0.101
H 0.155 -5.824 -1.613  0.106
H -1.606 -4.520 -2.082  0.077
H -2.008 -3.093 -1.112  0.037
H -2.795 -4.619 -0.778  0.091
H -3.758 -4.742 2.430  0.099
H -5.953 -5.142 1.421  0.100
H -6.780 -3.590 -0.347  0.103
H -5.444 -1.641 -0.989  0.104
H -3.094 -0.052 0.777  0.005
H -3.600 -0.339 -0.893  0.005
N 1.591 -1.015 -3.981  -0.403
P 1.958 -1.918 -2.525  0.891
C 3.748 -1.581 -2.329  -0.380
C 4.663 -2.038 -3.281  -0.089
C 6.016 -1.787 -3.128  -0.065
C 6.471 -1.069 -2.025  -0.070
C 5.569 -0.594 -1.086  -0.072
C 4.211 -0.852 -1.238  -0.121
C 2.011 -3.634 -3.145  -0.377
C 2.856 -4.544 -2.506  -0.119
C 2.861 -5.881 -2.871  -0.084
C 2.012 -6.332 -3.874  -0.073
C 1.152 -5.441 -4.501  -0.074
C 1.144 -4.101 -4.131  -0.094
P 0.939 0.581 -3.629  0.929
C 0.537 1.150 -5.312  -0.384
C -0.281 2.276 -5.408  -0.105
C -0.608 2.805 -6.648  -0.075
C -0.134 2.198 -7.804  -0.075
C 0.668 1.068 -7.715  -0.073
C 1.004 0.542 -6.473  -0.105
C 2.472 1.535 -3.335  -0.382
C 2.561 2.311 -2.188  -0.118
C 3.685 3.103 -1.960  -0.078
C 4.719 3.109 -2.880  -0.074
C 4.641 2.321 -4.025  -0.067
C 3.522 1.541 -4.255  -0.080
H 0.905 -1.515 -4.543  0.018
H 4.310 -2.605 -4.137  0.114
H 6.721 -2.153 -3.867  0.109
H 7.532 -0.874 -1.905  0.109
H 5.918 -0.018 -0.236  0.110
H 3.509 -0.477 -0.500  0.088
H 3.535 -4.195 -1.733  0.105
H 3.531 -6.573 -2.374  0.112
H 2.022 -7.375 -4.168  0.111
H 0.481 -5.788 -5.279  0.111
H 0.438 -3.438 -4.621  0.096
H -0.657 2.744 -4.502  0.094
H -1.241 3.682 -6.714  0.107
H -0.392 2.604 -8.775  0.109
H 1.036 0.594 -8.617  0.108
H 1.640 -0.334 -6.414  0.096
H 1.755 2.294 -1.461  0.067
H 3.750 3.712 -1.067  0.098
H 5.596 3.725 -2.705  0.108
H 5.458 2.318 -4.738  0.110
H 3.453 0.938 -5.155  0.104

Atomic forces in eV per Å
Ba -0.284 0.651 0.672
C -0.104 0.060 -0.183
C 0.109 -0.075 -0.131
C 0.069 -0.016 -0.081
C -0.065 0.114 -0.009
C -0.026 0.012 0.012
C -0.029 0.031 -0.063
C 0.107 -0.092 0.166
N 0.012 -0.294 -0.191
N 0.132 -0.018 -0.260
C -0.040 0.039 -0.051
C -0.075 0.015 0.077
C -0.017 0.049 0.058
C 0.023 0.025 0.115
C 0.015 0.074 -0.016
C 0.103 -0.248 -0.147
N -0.043 0.062 -0.212
C 0.055 0.053 -0.008
C -0.024 -0.123 -0.056
C 0.020 -0.021 0.013
C 0.053 -0.026 0.017
C 0.073 -0.033 0.083
C -0.215 0.111 0.118
N 0.222 0.035 -0.129
H 0.039 -0.002 0.019
H -0.007 -0.040 0.057
H -0.109 0.009 0.033
H -0.056 0.019 0.044
H 0.046 -0.081 -0.077
H 0.050 -0.036 0.013
H 0.039 -0.017 0.082
H -0.071 0.056 0.090
H 0.047 -0.070 -0.039
H 0.064 -0.027 0.122
H -0.002 0.013 -0.049
H -0.023 -0.089 -0.061
H -0.003 -0.110 0.035
H 0.036 -0.046 0.103
H -0.049 -0.023 0.045
H 0.023 0.038 -0.004
H -0.028 -0.018 -0.010
H -0.062 0.005 -0.027
H -0.053 0.047 -0.006
H 0.001 0.072 0.067
C 0.012 -0.137 0.078
C -0.028 0.147 -0.064
C -0.037 0.026 0.019
C 0.002 -0.018 -0.034
C 0.007 -0.022 0.026
C -0.036 0.082 0.012
C 0.135 0.051 -0.037
P -0.481 -0.187 -0.257
C 0.190 -0.020 0.144
C -0.206 -0.100 0.000
C -0.025 -0.046 -0.055
C 0.000 0.010 0.102
C -0.067 0.012 0.012
C -0.010 0.109 -0.045
C 0.177 -0.125 0.121
C -0.026 -0.179 0.117
C 0.118 0.018 -0.146
C 0.011 -0.040 0.035
C 0.027 0.060 -0.048
C 0.025 -0.069 -0.005
C -0.081 0.210 -0.120
C 0.152 -0.222 0.060
H 0.038 -0.017 0.000
H -0.012 0.029 0.009
H -0.013 -0.023 -0.014
H 0.037 -0.044 -0.060
H 0.018 0.018 -0.038
H -0.020 0.066 -0.032
H 0.060 0.001 -0.071
H 0.006 -0.016 -0.064
H -0.055 0.046 -0.049
H -0.100 0.037 0.061
H -0.009 0.060 0.076
H 0.025 0.003 0.042
H -0.071 0.027 0.024
H -0.009 0.066 -0.003
H 0.024 0.029 0.068
H 0.043 0.045 -0.028
H 0.067 0.006 0.011
H -0.003 0.028 0.061
H 0.147 -0.202 -0.133
H -0.016 0.109 0.115
N -0.192 0.031 0.299
P 0.384 0.238 -0.331
C -0.074 -0.020 -0.075
C 0.076 0.008 -0.025
C -0.015 -0.018 -0.038
C 0.016 0.042 -0.019
C -0.010 0.030 0.015
C -0.057 0.089 -0.098
C -0.188 -0.051 0.092
C 0.051 0.037 -0.087
C 0.003 0.029 -0.052
C 0.035 -0.011 0.001
C -0.037 0.024 -0.001
C -0.020 -0.050 0.031
P 0.280 -0.076 0.088
C -0.268 -0.031 0.081
C 0.021 -0.002 -0.032
C 0.019 -0.041 0.035
C 0.011 -0.001 -0.013
C -0.006 0.004 0.002
C 0.025 -0.023 -0.093
C -0.035 -0.106 -0.053
C 0.059 -0.023 0.083
C -0.076 -0.044 0.010
C 0.055 -0.002 0.046
C 0.064 -0.074 -0.069
C 0.024 0.001 -0.008
H 0.119 -0.057 -0.123
H 0.045 0.075 0.061
H -0.055 0.035 0.061
H -0.090 -0.020 -0.009
H -0.030 -0.048 -0.056
H 0.045 0.021 -0.069
H -0.037 -0.062 -0.051
H -0.023 0.043 -0.038
H -0.009 0.061 0.025
H 0.045 0.029 0.052
H 0.045 -0.033 0.006
H 0.000 -0.010 -0.050
H 0.031 -0.029 0.011
H 0.014 -0.029 0.069
H -0.014 0.011 0.038
H -0.020 0.051 -0.009
H -0.023 0.108 0.050
H -0.042 -0.015 0.033
H -0.071 -0.047 -0.027
H -0.078 0.015 0.048
H 0.033 0.022 0.065

charge = +1
molecular weight = 1130.477 Da
relative energy (zero: lowest compared OMol25 entry of this formula, charge and spin) = 45.5 kcal per mole
LUMO = -1.78 eV
E_HOMO = -8.34 eV
DFT total energy = -3798.6420 a.u.

[2]
Entry from the OMol25 dataset: a cluster of 10 separate species, C64H62FN10O20 in total (wB97M-V/def2-TZVPD).

Last column: Löwdin charge in e.
Geometry (Å):
C -1.343 -5.129 6.477  -0.009
C -1.010 -3.653 6.438  -0.489
O -0.883 -3.033 7.472  0.077
N -0.874 -2.983 5.186  -0.109
C -0.368 -3.857 4.124  -0.093
C -2.177 -2.432 4.726  -0.180
C -2.935 -1.566 5.721  -0.180
C -3.874 -2.352 6.664  -0.221
C -5.335 -1.895 6.565  -0.281
C -5.990 -2.175 5.193  -0.209
C -6.829 -3.492 5.234  -0.205
C -6.018 -4.583 4.643  -0.470
O -5.127 -5.237 5.113  0.075
F -6.305 -4.799 3.307  0.008
H -2.016 -5.412 5.664  0.072
H -1.854 -5.313 7.421  0.087
H -0.446 -5.747 6.415  0.081
H -0.305 -3.298 3.195  0.052
H 0.599 -4.281 4.405  0.088
H -1.040 -4.705 3.924  0.083
H -1.938 -1.829 3.842  0.111
H -2.836 -3.239 4.369  0.120
H -2.249 -0.936 6.294  0.111
H -3.548 -0.882 5.126  0.087
H -3.508 -2.241 7.694  0.096
H -3.804 -3.421 6.429  0.088
H -5.370 -0.820 6.783  0.072
H -5.892 -2.425 7.348  0.084
H -5.180 -2.336 4.462  0.036
H -7.073 -3.793 6.255  0.101
H -7.764 -3.401 4.668  0.080
C -7.743 1.413 0.434  -0.079
C -7.403 2.689 0.877  -0.091
C -6.722 2.848 2.072  -0.022
C -6.388 1.716 2.798  -0.145
C -6.722 0.440 2.383  0.026
C -7.410 0.294 1.185  -0.052
N -5.652 1.848 4.056  -0.326
O -5.391 2.982 4.468  0.006
O -5.360 0.822 4.612  0.094
H -8.272 1.292 -0.503  0.100
H -7.669 3.559 0.291  0.096
H -6.451 3.830 2.430  0.109
H -6.459 -0.423 2.993  0.099
H -7.679 -0.696 0.841  0.062
C -4.593 5.079 7.149  -0.053
C -5.721 5.276 6.364  -0.050
C -6.616 6.287 6.682  0.003
C -6.357 7.087 7.781  -0.157
C -5.240 6.903 8.577  -0.015
C -4.355 5.888 8.254  -0.068
N -7.291 8.174 8.111  -0.357
O -8.276 8.310 7.412  0.067
O -7.026 8.882 9.064  0.062
H -3.901 4.287 6.894  0.113
H -5.895 4.638 5.510  0.073
H -7.498 6.449 6.082  0.117
H -5.065 7.539 9.432  0.114
H -3.478 5.728 8.865  0.105
C -8.050 -7.230 -1.043  -0.082
C -8.362 -6.199 -1.921  -0.081
C -8.317 -4.883 -1.490  -0.012
C -7.957 -4.628 -0.180  -0.135
C -7.646 -5.636 0.713  0.017
C -7.696 -6.949 0.270  -0.057
N -7.886 -3.235 0.289  -0.329
O -8.170 -2.347 -0.503  0.048
O -7.546 -3.048 1.431  0.109
H -8.081 -8.257 -1.384  0.102
H -8.639 -6.420 -2.943  0.101
H -8.557 -4.072 -2.161  0.114
H -7.365 -5.403 1.731  0.098
H -7.452 -7.751 0.953  0.110
C 2.785 -2.572 -2.202  -0.065
C 1.805 -3.543 -2.040  -0.064
C 0.839 -3.402 -1.056  -0.001
C 0.873 -2.279 -0.252  -0.142
C 1.847 -1.309 -0.387  0.000
C 2.810 -1.459 -1.371  -0.069
N -0.174 -2.094 0.768  -0.351
O -1.015 -2.961 0.880  0.077
O -0.137 -1.076 1.430  0.081
H 3.530 -2.680 -2.980  0.106
H 1.788 -4.411 -2.687  0.099
H 0.069 -4.148 -0.924  0.119
H 1.849 -0.444 0.260  0.116
H 3.571 -0.706 -1.492  0.088
C -0.217 4.593 -0.598  -0.063
C -0.386 4.492 -1.973  -0.063
C 0.450 3.676 -2.718  -0.003
C 1.443 2.973 -2.063  -0.144
C 1.634 3.064 -0.696  0.002
C 0.792 3.883 0.038  -0.055
N 2.315 2.082 -2.840  -0.323
O 2.142 2.016 -4.044  0.056
O 3.156 1.447 -2.240  0.068
H -0.878 5.224 -0.019  0.110
H -1.174 5.045 -2.466  0.108
H 0.326 3.586 -3.787  0.118
H 2.419 2.504 -0.212  0.120
H 0.921 3.962 1.108  0.112
C -2.592 -4.163 -6.813  -0.072
C -1.283 -4.312 -7.253  -0.068
C -0.390 -5.086 -6.531  -0.006
C -0.832 -5.703 -5.375  -0.150
C -2.129 -5.565 -4.916  0.000
C -3.013 -4.786 -5.645  -0.062
N 0.108 -6.537 -4.607  -0.356
O 1.251 -6.618 -5.011  0.068
O -0.313 -7.085 -3.610  0.080
H -3.286 -3.559 -7.381  0.106
H -0.956 -3.824 -8.161  0.106
H 0.631 -5.208 -6.861  0.118
H -2.444 -6.054 -4.006  0.122
H -4.030 -4.666 -5.300  0.110
C 4.832 1.699 -5.819  -0.044
C 4.747 0.609 -6.677  -0.055
C 5.819 0.273 -7.490  -0.008
C 6.968 1.042 -7.423  -0.156
C 7.070 2.137 -6.584  -0.002
C 5.991 2.464 -5.778  -0.045
N 8.121 0.677 -8.259  -0.352
O 8.005 -0.275 -9.004  0.074
O 9.133 1.345 -8.153  0.052
H 3.998 1.948 -5.175  0.078
H 3.844 0.014 -6.707  0.110
H 5.765 -0.574 -8.157  0.116
H 7.978 2.721 -6.555  0.114
H 6.058 3.310 -5.106  0.078
C 10.230 7.060 -2.718  -0.068
C 10.117 6.066 -1.755  -0.081
C 8.981 5.277 -1.703  0.002
C 7.984 5.485 -2.638  -0.149
C 8.074 6.470 -3.604  -0.005
C 9.208 7.267 -3.634  -0.063
N 6.805 4.608 -2.623  -0.341
O 6.731 3.766 -1.754  0.091
O 5.989 4.747 -3.517  0.044
H 11.125 7.666 -2.761  0.111
H 10.916 5.898 -1.049  0.107
H 8.885 4.496 -0.963  0.122
H 7.279 6.611 -4.321  0.118
H 9.299 8.041 -4.384  0.107
C 11.613 -0.092 -4.508  -0.063
C 11.380 1.140 -5.105  -0.055
C 11.643 2.308 -4.408  0.001
C 12.137 2.216 -3.119  -0.147
C 12.371 1.000 -2.504  -0.004
C 12.105 -0.161 -3.210  -0.064
N 12.420 3.456 -2.380  -0.340
O 12.173 4.507 -2.938  0.060
O 12.856 3.365 -1.249  0.078
H 11.409 -1.003 -5.056  0.109
H 10.993 1.192 -6.114  0.098
H 11.463 3.272 -4.859  0.119
H 12.751 0.959 -1.494  0.119
H 12.280 -1.122 -2.747  0.108

Atomic forces in eV per Å
C -0.281 -0.025 -0.085
C 0.200 0.479 0.530
O -0.051 -0.188 -0.360
N -0.290 -0.642 -0.251
C -0.208 -0.385 0.341
C 0.110 0.662 -0.273
C -0.312 -0.026 0.056
C 0.373 0.194 0.352
C 0.161 -0.356 -0.647
C -0.207 -0.305 0.391
C -0.173 0.064 -0.578
C 0.573 -0.212 0.991
O -0.346 0.104 -0.318
F 0.081 0.034 -0.156
H 0.047 0.017 0.022
H 0.164 -0.042 -0.027
H 0.013 0.052 -0.003
H 0.198 0.138 0.093
H 0.071 0.208 -0.113
H -0.027 0.066 -0.071
H 0.084 -0.086 0.054
H 0.041 -0.065 0.130
H 0.093 -0.129 -0.095
H 0.016 -0.070 0.028
H -0.024 -0.042 -0.045
H -0.153 0.028 0.019
H 0.017 -0.041 0.178
H -0.112 0.247 0.059
H -0.122 0.232 -0.188
H 0.045 0.114 0.035
H 0.027 -0.099 0.056
C 0.016 0.007 0.042
C -0.006 -0.087 -0.007
C -0.018 0.133 -0.053
C -0.085 0.038 -0.189
C 0.030 -0.257 -0.018
C -0.017 0.092 -0.008
N -0.048 -0.054 -0.062
O -0.028 -0.268 -0.156
O 0.348 0.237 0.259
H 0.000 -0.002 0.004
H -0.002 0.007 0.008
H 0.045 -0.034 0.079
H -0.029 0.029 0.125
H 0.046 0.239 0.083
C 0.028 -0.002 0.023
C -0.034 0.142 0.056
C -0.008 -0.047 -0.088
C 0.062 -0.078 -0.037
C 0.121 0.009 0.109
C -0.037 -0.036 -0.085
N -0.029 0.019 0.015
O -0.008 0.001 -0.011
O 0.003 0.002 0.012
H -0.031 -0.028 -0.006
H -0.042 0.070 0.105
H -0.023 0.071 0.053
H -0.078 0.050 -0.022
H -0.003 0.003 0.012
C 0.007 0.018 0.016
C 0.025 -0.047 0.064
C -0.046 0.014 -0.156
C 0.002 -0.136 -0.073
C 0.021 -0.069 0.175
C -0.041 0.001 -0.139
N 0.023 0.064 0.033
O -0.092 -0.219 -0.232
O -0.061 0.040 0.033
H -0.008 -0.004 -0.004
H -0.008 0.006 -0.007
H 0.022 0.071 0.068
H -0.023 0.069 -0.110
H 0.010 0.009 0.020
C -0.080 -0.019 0.060
C 0.042 0.056 -0.048
C -0.056 -0.139 -0.100
C 0.063 -0.008 -0.078
C 0.100 0.182 -0.005
C 0.020 -0.206 -0.042
N -0.088 0.062 0.005
O 0.021 -0.043 -0.064
O 0.021 -0.002 0.036
H 0.013 -0.012 0.013
H 0.010 -0.023 0.022
H -0.035 0.048 0.072
H -0.077 -0.035 0.046
H 0.036 0.018 -0.005
C 0.015 -0.008 -0.019
C 0.032 -0.004 0.083
C -0.099 0.061 -0.107
C -0.073 0.056 0.055
C 0.041 -0.032 0.146
C -0.051 0.043 -0.052
N -0.003 -0.087 0.014
O -0.128 0.075 0.046
O 0.077 0.122 -0.039
H -0.003 -0.003 0.003
H -0.003 -0.002 -0.009
H 0.066 -0.066 -0.001
H 0.024 -0.031 -0.078
H 0.000 -0.017 0.006
C 0.017 -0.016 0.011
C -0.076 -0.004 0.045
C 0.082 0.056 -0.126
C -0.090 0.037 -0.065
C -0.133 -0.005 0.087
C 0.039 0.029 -0.075
N 0.039 0.054 0.070
O 0.012 0.003 -0.020
O 0.011 -0.025 0.010
H 0.001 0.009 0.006
H 0.012 0.002 -0.001
H 0.015 -0.062 0.071
H 0.082 -0.035 0.009
H 0.001 -0.001 0.017
C 0.018 0.040 0.016
C 0.050 0.064 0.034
C -0.118 -0.114 -0.019
C -0.067 0.026 0.048
C 0.050 0.117 0.104
C 0.032 -0.042 -0.026
N -0.049 -0.058 -0.006
O 0.013 0.023 -0.002
O 0.073 0.017 0.015
H 0.076 -0.064 -0.092
H -0.001 -0.002 -0.003
H 0.087 0.013 -0.024
H 0.035 -0.051 -0.060
H -0.039 -0.094 -0.097
C -0.037 -0.007 0.004
C -0.108 0.151 0.045
C 0.111 -0.101 0.100
C 0.083 0.079 0.014
C -0.026 0.118 -0.117
C 0.058 -0.057 0.045
N 0.096 -0.194 -0.139
O -0.055 0.059 0.078
O -0.120 0.173 0.126
H 0.001 0.002 0.008
H 0.019 0.006 0.012
H -0.090 -0.011 -0.026
H -0.045 -0.070 0.038
H -0.015 0.006 -0.003
C 0.010 0.023 0.035
C 0.004 -0.063 0.013
C -0.063 0.036 -0.115
C 0.001 -0.090 -0.069
C 0.048 -0.114 0.101
C -0.033 0.023 -0.086
N -0.177 -0.027 0.015
O 0.222 0.021 -0.078
O 0.032 -0.005 -0.007
H -0.010 -0.001 -0.003
H -0.023 0.010 -0.015
H 0.038 0.038 0.069
H 0.006 0.093 0.002
H 0.002 0.000 0.014

charge = -1
molecular weight = 1310.248 Da
LUMO = 0.18 eV
E_HOMO = -1.92 eV
DFT total energy = -4627.3670 a.u.

Calculated HOMO-LUMO gap, 0.241 0.077 Eh (same order as the records).